The following is a DFT calculation (ωB97M-V/def2-TZVPD) of C36H32N3O6PS3Ta as an isolated structure.

Positions of all 82 atoms, in Å:
Ta 0.2375 0.0706 -0.3145
O 0.0797 -0.4783 -2.1081
C -0.0558 -0.0134 -3.2850
C -0.0013 1.3624 -3.6078
C -0.0289 1.7639 -4.9515
C 0.1371 3.0900 -5.2983
C 0.3209 4.0692 -4.3076
C 0.3004 3.7155 -2.9892
C 0.1333 2.3655 -2.5756
O 0.1266 2.0960 -1.3275
N 0.1497 3.4725 -6.6712
O -0.0263 2.6032 -7.5074
O 0.3417 4.6453 -6.9371
H -0.1790 -0.7230 -4.1074
H -0.1545 1.0303 -5.7331
H 0.4786 5.0913 -4.6129
H 0.4215 4.4507 -2.2074
C 4.7214 0.8693 -0.6191
C 4.9280 1.9703 0.1904
C 3.8513 2.5599 0.8205
C 2.5498 2.0765 0.6359
C 2.3343 0.9421 -0.1614
C 3.4388 0.3685 -0.7710
C 1.4145 2.7401 1.2879
C 1.5701 4.0368 1.8443
C 0.5219 4.6556 2.4555
C -0.7196 3.9955 2.5300
C -1.8575 4.5815 3.1161
C -3.0530 3.9191 3.1275
C -3.1401 2.6353 2.5718
C -2.0436 2.0362 2.0149
C -0.8042 2.6982 1.9486
N 0.2543 2.1054 1.3449
H 5.5518 0.3880 -1.1134
H 5.9221 2.3633 0.3367
H 4.0470 3.3833 1.4897
H 3.3105 -0.5151 -1.3723
H 2.5133 4.5516 1.7632
H 0.6242 5.6441 2.8821
H -1.7649 5.5677 3.5492
H -3.9312 4.3800 3.5533
H -4.0863 2.1181 2.5770
H -2.1238 1.0550 1.5862
C 2.1945 -2.3774 -2.8723
C 2.3386 -2.9639 -1.5037
C 2.9477 -4.2362 -1.4410
C 3.0939 -4.8504 -0.2366
C 2.6177 -4.2104 0.9245
C 2.7386 -4.8178 2.1855
C 2.2429 -4.1953 3.2973
C 1.6210 -2.9554 3.1753
C 1.5029 -2.3146 1.9563
S 0.7642 -0.7302 1.9782
C 1.9995 -2.9345 0.7768
N 1.8946 -2.3371 -0.4349
H 3.0236 -2.6905 -3.5070
H 2.1406 -1.2937 -2.8726
H 1.2730 -2.7685 -3.3033
H 3.3069 -4.6967 -2.3488
H 3.5576 -5.8219 -0.1450
H 3.2269 -5.7783 2.2559
H 2.3183 -4.6585 4.2681
H 1.2213 -2.4652 4.0488
C -6.0992 -3.0274 0.0246
C -4.6005 -3.2073 -0.1398
O -4.0230 -1.9807 -0.5988
P -2.6801 -1.3947 0.0307
S -2.4803 0.3927 -0.8478
S -1.1605 -2.6816 -0.0851
O -3.1283 -1.1792 1.5752
C -2.3922 -1.4954 2.7571
C -3.4004 -1.6211 3.8846
H -6.5599 -3.9791 0.2795
H -6.5308 -2.6638 -0.9041
H -6.3074 -2.3052 0.8102
H -4.3853 -3.9796 -0.8841
H -4.1374 -3.4971 0.8076
H -1.6861 -0.6869 2.9784
H -1.8153 -2.4159 2.5961
H -4.0042 -0.7166 3.9099
H -2.8859 -1.7310 4.8345
H -4.0542 -2.4744 3.7263

Properties
Spin multiplicity: 2
Lowest unoccupied orbital energy (alpha / beta) in eV: -0.785 / -0.974
Molecular weight in g/mol: 910.8
ΔE to the lowest compared entry with this formula, charge and spin in eV: 1.618



The following is a DFT calculation (ωB97M-V/def2-TZVPD) of a 8-piece molecular cluster, C35H60NO20 overall.

Positions of all 116 atoms, in Å:
C -23.5106 -18.8332 -7.3000
C -22.4460 -18.6078 -8.3629
O -22.4954 -18.7805 -9.7283
H -23.1651 -18.7931 -6.2669
H -24.1412 -19.7215 -7.2638
H -24.3867 -18.1927 -7.4014
H -21.6246 -19.2434 -8.0320
H -22.0746 -17.5947 -8.2088
C -20.6942 -24.3506 -8.9699
C -20.7998 -23.1111 -8.0510
C -22.1687 -22.2744 -8.0719
O -22.5020 -22.0788 -6.7041
C -21.5117 -22.5397 -5.8864
O -21.3471 -22.3447 -4.6632
O -20.6183 -23.2642 -6.6597
H -21.5819 -24.9564 -8.7880
H -19.9319 -25.0809 -8.6983
H -20.6506 -24.2511 -10.0545
H -19.9921 -22.5135 -8.4736
H -22.9265 -22.9259 -8.5070
H -22.1139 -21.3507 -8.6481
C -27.6830 -20.6378 -7.8549
C -28.1552 -19.9506 -9.1156
C -28.6242 -18.4464 -8.9429
O -27.4837 -17.7744 -9.5393
C -26.6403 -18.5734 -10.2643
O -25.8422 -18.1462 -11.0070
O -26.9513 -19.8535 -9.8961
H -27.3270 -21.6362 -8.1090
H -28.5561 -20.6999 -7.2052
H -26.9253 -20.1813 -7.2180
H -28.8960 -20.6417 -9.5177
H -28.5952 -18.2425 -7.8726
H -29.5822 -18.2237 -9.4127
C -21.5346 -14.2633 -4.0546
C -21.0991 -15.3404 -5.1522
C -21.2274 -14.9838 -6.6943
O -20.2009 -15.8830 -7.2421
C -19.3179 -16.1331 -6.1451
O -18.3722 -16.9244 -6.2009
O -19.7527 -15.5960 -5.0423
H -21.0546 -13.3100 -4.2756
H -21.3712 -14.5879 -3.0269
H -22.5896 -14.1199 -4.2881
H -21.4930 -16.3394 -4.9652
H -21.0264 -13.9524 -6.9838
H -22.2721 -15.2712 -6.8135
C -25.6596 -19.2394 -4.3411
C -25.5938 -19.4559 -2.7482
C -26.8858 -19.9041 -2.1799
O -26.5623 -21.0301 -1.3319
C -25.3875 -21.4773 -1.5709
O -24.9445 -22.6037 -1.3137
O -24.8400 -20.6787 -2.5551
H -24.7079 -18.9081 -4.7567
H -26.5011 -18.5484 -4.3892
H -25.9406 -20.0658 -4.9940
H -25.3286 -18.5076 -2.2807
H -27.5762 -20.3518 -2.8949
H -27.3866 -19.1422 -1.5826
C -25.0467 -13.0800 -6.5418
C -25.5493 -14.3126 -7.2201
C -26.3122 -14.1394 -8.5529
O -25.4562 -14.7052 -9.5414
C -24.5796 -15.4036 -9.0168
O -23.8242 -16.0929 -9.6071
O -24.5761 -15.2247 -7.6563
H -25.8068 -12.9628 -5.7694
H -25.0626 -12.1858 -7.1650
H -24.1085 -13.3400 -6.0518
H -26.1122 -14.8332 -6.4453
H -26.3676 -13.0509 -8.5654
H -27.3879 -14.3150 -8.5426
C -20.3286 -18.9720 -4.3714
C -21.4945 -19.0409 -3.4157
C -21.1647 -19.7205 -2.1038
O -21.8538 -18.9111 -1.1980
C -22.1287 -17.7159 -1.7230
O -22.4408 -16.6878 -1.0883
O -21.8992 -17.7901 -2.9600
H -20.7836 -18.7699 -5.3410
H -19.7513 -19.8778 -4.5568
H -19.7179 -18.0879 -4.1884
H -22.3332 -19.5479 -3.8929
H -20.0834 -19.8399 -2.0351
H -21.5054 -20.7516 -2.0096
C -23.9813 -21.3505 -11.5722
C -23.5785 -22.1774 -12.7744
C -24.9121 -22.9466 -13.2781
C -24.9559 -23.6440 -14.6842
C -24.3641 -22.7135 -15.7126
C -23.0470 -22.0651 -15.3452
N -23.0267 -21.4144 -13.9532
O -21.8935 -20.7596 -13.5427
C -22.0486 -23.1453 -15.5556
C -22.8994 -21.0176 -16.4057
C -22.6750 -23.2313 -12.1242
H -24.5315 -21.9963 -10.8878
H -24.5851 -20.4993 -11.8867
H -23.2106 -20.9004 -10.9464
H -25.0981 -23.8160 -12.6474
H -25.7230 -22.2185 -13.2547
H -25.9313 -24.0650 -14.9281
H -24.3730 -24.5603 -14.5902
H -25.0441 -21.8645 -15.6418
H -24.4451 -23.1713 -16.6985
H -22.3027 -23.9851 -14.9088
H -22.0549 -23.5386 -16.5722
H -21.0806 -22.8792 -15.1311
H -21.9155 -20.5624 -16.2919
H -22.9320 -21.5471 -17.3578
H -23.7139 -20.2956 -16.4641
H -23.1723 -23.7056 -11.2782
H -21.7627 -22.7947 -11.7178
H -22.4812 -24.0304 -12.8398
H -21.3218 -21.4786 -13.2637

Properties
Spin multiplicity: 2
Lowest unoccupied orbital energy (alpha / beta) in eV: -0.097 / -0.902
Molecular weight in g/mol: 814.9



The following is a DFT calculation (ωB97M-V/def2-TZVPD) of C5H3N5O4V as an isolated structure.

Positions of all 18 atoms, in Å:
O 1.2341 2.5126 1.4568
C 0.8995 1.5634 0.8716
V 0.1793 0.0711 -0.1591
O 1.5793 1.0354 -2.7110
C 0.9863 0.6962 -1.7644
C -1.5949 0.6292 0.1270
O -2.6759 0.8561 0.4926
C -0.4329 -1.6402 -0.9093
O -0.8688 -2.5626 -1.4600
N -0.2248 -3.0729 4.1663
N 0.3525 -2.3903 3.1334
N 1.6670 -2.0939 3.2088
C 1.7945 -1.2849 2.1450
N 0.6349 -1.0759 1.5152
N -0.3246 -1.8068 2.1533
H -1.1896 -3.3307 4.0434
H 0.4665 -3.5009 4.7640
H 2.7251 -0.8312 1.8347

Properties
Spin multiplicity: 4
Net charge: +2
Lowest unoccupied orbital energy (alpha / beta) in eV: -10.575 / -11.184
Molecular weight in g/mol: 248.1



The following is a DFT calculation (ωB97M-V/def2-TZVPD) of a 5-piece molecular cluster, C28H28F32N3O5S overall.

Positions of all 97 atoms, in Å:
N 1.8029 -7.9929 1.8229
C 1.5386 -6.6435 2.5230
O 2.1102 -6.3839 3.7290
C 0.5864 -5.4559 1.8771
C -0.7157 -6.1494 1.1574
C -2.1279 -5.9810 2.0173
C -2.3241 -6.9388 3.3623
N -3.8235 -7.2869 3.3100
C -4.4523 -7.2081 2.0617
C -3.1994 -6.7816 1.0710
N -3.4909 -6.3023 -0.3341
C -2.9049 -7.2269 -1.2084
S -1.6408 -7.9122 -2.1789
H 1.0911 -8.6577 2.2459
H 1.5714 -7.8627 0.7930
H 0.2826 -4.6173 2.6353
H 1.2404 -4.9655 1.0073
H -0.5368 -7.2767 0.8182
H -0.8895 -5.5538 0.1396
H -2.4188 -4.8505 2.2055
H -1.5697 -7.8167 3.5433
H -2.2724 -6.1919 4.2625
H -4.3070 -7.5649 4.2071
H -5.5967 -7.4086 1.8012
H -2.6565 -7.8257 0.9186
C 2.6533 0.1837 -0.4202
C 1.3253 0.9485 -0.2953
C 0.4815 0.6041 0.9305
F 0.1803 -0.7056 1.0189
F -0.7079 1.2645 0.8916
F 0.6221 0.7975 -1.4490
F 1.6348 2.2825 -0.2281
O 2.6380 -1.0052 -1.2204
C 2.1237 -2.1682 -0.5717
C 0.7567 -2.6115 -1.1133
F -0.1409 -1.5938 -1.1333
F 0.2164 -3.5887 -0.3358
F 2.1265 -1.9549 0.7657
F 3.0378 -3.1536 -0.7908
H 3.3451 0.8517 -0.9482
H 3.1297 0.0127 0.5526
H 0.9922 0.9015 1.8534
H 0.8454 -2.9948 -2.1329
C -4.1252 0.8739 5.4280
C -3.3219 2.1359 5.7832
C -4.0442 3.4616 5.5510
F -4.4698 3.6214 4.2832
F -3.2129 4.5087 5.8061
F -2.1279 2.0928 5.1343
F -3.0156 2.0550 7.1172
O -3.9249 0.3320 4.1165
C -4.6460 0.9855 3.0719
C -3.7459 1.7948 2.1267
F -2.9302 2.6455 2.7995
F -4.4880 2.5588 1.2800
F -5.6393 1.7207 3.6259
F -5.2654 -0.0033 2.3698
H -3.7700 0.0832 6.1005
H -5.1905 0.9761 5.6673
H -4.9085 3.5584 6.2176
H -3.1140 1.1346 1.5275
C -0.4446 2.2987 -4.0073
C -1.0137 3.5906 -3.3979
C -2.4593 3.9123 -3.7718
F -2.6602 3.9936 -5.1011
F -2.8278 5.1178 -3.2587
F -0.1764 4.6204 -3.6928
F -0.9556 3.4514 -2.0351
O 0.2883 2.4336 -5.2314
C -0.5104 2.5404 -6.4098
C -0.4802 3.9410 -7.0391
F -0.7617 4.9144 -6.1364
F -1.4069 4.0520 -8.0293
F -1.7618 2.1078 -6.1253
F 0.0013 1.6376 -7.2915
H 0.2971 1.9215 -3.2924
H -1.1941 1.5005 -4.0681
H -3.1451 3.1595 -3.3669
H 0.5029 4.1579 -7.4643
C 6.1879 6.2104 -1.5305
C 6.0983 5.4985 -2.8904
C 4.7061 5.0103 -3.2860
F 4.1559 4.1790 -2.3802
F 4.7587 4.3152 -4.4549
F 7.0119 4.4920 -2.9196
F 6.5124 6.3953 -3.8413
O 6.5525 5.4024 -0.4044
C 5.4914 4.6327 0.1608
C 5.6316 3.1250 -0.0950
F 5.8284 2.8442 -1.4082
F 4.5053 2.4590 0.2783
F 4.3117 5.1414 -0.2679
F 5.5307 4.8693 1.5013
H 7.0073 6.9350 -1.6155
H 5.3033 6.8237 -1.3213
H 4.0233 5.8541 -3.4360
H 6.4753 2.7103 0.4623

Properties
Spin multiplicity: 1
Net charge: +1
Lowest unoccupied orbital energy in eV: -5.349
Molecular weight in g/mol: 1126.6



The following is a DFT calculation (ωB97M-V/def2-TZVPD) of a 2-piece molecular cluster, C11H14N2O overall.

Positions of all 28 atoms, in Å:
C 1.4062 -2.6295 1.2065
C 1.0831 -2.2573 -0.1800
C -0.3974 -1.6857 -1.8313
C 1.8079 -1.8140 -1.2699
N -0.2684 -1.9870 -0.5473
N 0.9676 -1.3101 -2.2734
H -1.3062 -1.5949 -2.4802
H 1.1857 -1.9357 2.1123
H 2.5818 -2.4814 1.2698
H 1.2958 -0.8992 -3.1515
H 2.8746 -1.8525 -1.4876
H 1.0491 -3.6173 1.5101
C 0.8575 3.3279 0.1685
C -2.0385 0.3920 0.6696
C -1.9285 0.9592 -0.5800
C -1.1719 0.5632 1.7332
C -0.9933 1.9956 -0.7402
C -0.2877 1.5694 1.6291
C -0.2393 2.2954 0.3219
O -3.1018 -0.5931 0.9305
H -2.7028 -1.5218 0.6473
H -2.7641 0.7520 -1.2519
H -1.2293 -0.2851 2.5545
H -0.7446 2.3482 -1.7578
H 0.4292 1.6565 2.3267
H 0.7095 4.3821 0.3973
H 1.2257 3.0927 -0.7857
H 1.7003 3.1305 0.8595

Properties
SMILES string: Cc1ccc(O)cc1.Cc1c[nH]cn1
Spin multiplicity: 1
Lowest unoccupied orbital energy in eV: 0.709
Molecular weight in g/mol: 190.2
ΔE to the lowest compared entry with this formula, charge and spin in eV: 3.894



The following is a DFT calculation (ωB97M-V/def2-TZVPD) of C21H32N5O6PPtS2Te as an isolated structure.

Positions of all 69 atoms, in Å:
Pt -0.6505 0.1193 -0.1315
C -2.4099 3.9338 1.7738
C -1.6672 2.8885 1.0036
N -1.2899 1.7594 1.4950
O -1.6611 1.4315 2.7909
C -1.3458 3.0878 -0.3841
C -1.3786 4.4331 -1.0525
N -1.0810 2.0201 -1.0848
O -0.8506 1.9848 -2.3043
H -2.7534 3.5170 2.7185
H -3.2615 4.2955 1.2015
H -1.7500 4.7752 1.9807
H -1.2769 0.5459 2.9215
H -1.5817 5.2270 -0.3416
H -2.1302 4.4406 -1.8442
H -0.4135 4.6106 -1.5278
C 4.8644 -2.6640 1.3000
C 4.6569 -1.2870 1.9260
N 3.2718 -1.0554 2.2970
C 2.8801 -1.2292 3.6775
C 2.4030 -2.6401 4.0104
C 2.3908 -0.7047 1.3477
S 0.7283 -0.6362 1.8323
N 2.8681 -0.5226 0.1412
C 2.3391 0.1511 -0.8746
O 1.3610 0.9335 -0.8232
C 3.1106 0.0456 -2.1353
C 4.4389 -0.3736 -2.1077
C 5.1804 -0.3964 -3.2722
C 4.5994 -0.0112 -4.4704
C 3.2747 0.3944 -4.5054
C 2.5296 0.4341 -3.3406
H 5.9075 -2.7889 1.0217
H 4.2483 -2.7567 0.4107
H 4.5989 -3.4537 1.9978
H 4.9539 -0.5139 1.2119
H 5.2672 -1.1892 2.8256
H 2.0731 -0.5225 3.8945
H 3.7395 -0.9712 4.2990
H 1.5699 -2.9065 3.3677
H 2.0703 -2.6764 5.0440
H 3.2001 -3.3662 3.8791
H 4.8815 -0.6610 -1.1675
H 6.2148 -0.7064 -3.2474
H 5.1861 -0.0199 -5.3748
H 2.8254 0.6879 -5.4430
H 1.4996 0.7635 -3.3458
C -3.7554 -3.7219 0.3729
C -4.5206 -2.5446 -0.2037
O -4.7252 -1.5094 0.7674
P -3.5543 -0.4544 1.0588
O -2.2179 -1.0774 1.2183
Te -4.4885 0.7493 2.8963
O -3.4378 0.4722 -0.2548
C -4.5886 1.1764 -0.7053
C -4.3733 1.6763 -2.1208
H -3.6404 -4.4773 -0.3992
H -4.2944 -4.1478 1.2161
H -2.7715 -3.4014 0.7045
H -5.5294 -2.8491 -0.5014
H -3.9962 -2.1287 -1.0708
H -4.7751 2.0098 -0.0137
H -5.4478 0.4992 -0.6713
H -3.5260 2.3530 -2.1634
H -5.2660 2.2001 -2.4542
H -4.1680 0.8397 -2.7834
S -0.2663 -1.8643 -1.5458
C -1.6527 -1.2691 -2.2044
N -2.6358 -0.9578 -2.7331

Properties
Spin multiplicity: 1
Lowest unoccupied orbital energy (alpha / beta) in eV: -3.148 / -3.128
Molecular weight in g/mol: 868.3
ΔE to the lowest compared entry with this formula, charge and spin in eV: 4.668